A structure of composition C4H9NO2. Source: OMol25; level of theory: ωB97M-V/def2-TZVPD.

Last column: Mulliken charge in e.
Positions of all 16 atoms, in Å:
C -0.743 0.131 -0.512  0.8527
C 0.330 -0.735 0.004  -0.1073
C 1.779 -0.635 -0.391  -0.4707
O 2.650 -1.316 0.389  -0.8925
N -1.842 -0.690 -0.967  -1.1551
C -1.139 1.200 0.609  -1.0549
O -0.200 2.056 1.027  -0.8346
H 0.466 -0.236 1.244  -0.5474
H -0.272 0.729 -1.307  0.2919
H 0.847 0.034 1.871  0.2866
H 0.008 -1.741 0.250  0.3738
H 1.978 0.462 -0.474  0.2408
H 1.752 -1.066 -1.412  0.2399
H -2.032 -0.403 -1.928  0.0816
H -2.048 1.662 0.162  0.3799
H -1.534 0.549 1.434  0.3154

The largest force on an atom comes out at 1.74 eV/Å. The HOMO energy is 1.639 eV. The frontier orbital gap is 0.204 hartree. Its total charge is -2. As for the calculated total energy: -9870.1829 eV. The relative energy (zero: lowest compared OMol25 entry of this formula, charge and spin) comes out at 498.6 kJ/mol.

***

A cluster of 2 separate species, C4H7NO2 in total. Source: OMol25; level of theory: ωB97M-V/def2-TZVPD.

Last column: Mulliken charge in e.
Positions of all 14 atoms, in Å:
C -0.061 -1.206 -0.581  0.2670
C 1.090 0.361 0.996  -1.1623
C 1.992 -0.102 -1.203  -0.8424
C 1.020 -0.400 -0.345  0.7312
N -1.077 -1.682 -0.807  -0.5631
O -3.018 0.452 1.014  -0.3701
O -2.538 0.641 -0.403  -0.3836
H 1.573 -0.265 1.695  0.3321
H 1.831 1.233 0.896  0.3236
H 0.117 0.598 1.342  0.3358
H 2.197 -0.613 -2.232  0.2476
H 2.843 0.415 -0.878  0.3217
H -2.107 -0.298 -0.600  0.4553
H -3.863 0.866 1.106  0.3070

The largest force on an atom comes out at 4.15 eV/Å. The HOMO energy is -9.925 eV. The frontier orbital gap is 0.363 hartree. As for the calculated total energy: -9841.8403 eV. The relative energy (zero: lowest compared OMol25 entry of this formula, charge and spin) comes out at 524.8 kJ/mol.

***

A structure of composition C10H12N5PdSe. Source: OMol25; level of theory: ωB97M-V/def2-TZVPD.

Last column: Mulliken spin population.
Positions of all 29 atoms, in Å:
Pd 1.612 -0.476 -0.266  0.9743
C 0.393 2.856 0.741  0.0109
C 1.592 2.065 0.316  0.0943
C 1.956 1.987 -1.040  0.0399
C 3.056 1.229 -1.454  0.0391
C 3.815 0.518 -0.511  0.0420
C 3.460 0.580 0.844  0.0403
C 2.348 1.335 1.247  -0.0057
H 0.421 3.073 1.806  0.0002
H -0.519 2.293 0.531  0.0047
H 0.338 3.796 0.192  0.0020
H 1.371 2.523 -1.776  -0.0008
H 3.319 1.187 -2.502  -0.0023
H 4.676 -0.056 -0.823  0.0028
H 4.040 0.044 1.582  -0.0064
H 2.079 1.368 2.294  -0.0043
N -5.111 -0.994 0.067  -0.0009
C -3.816 -1.330 0.029  0.0007
N -3.483 -2.617 0.110  -0.0003
N -2.956 -0.323 -0.077  -0.0009
C -1.677 -0.500 -0.074  -0.0240
N -0.517 -0.536 -0.114  0.0926
H -5.845 -1.678 0.089  0.0000
H -5.349 -0.020 0.005  0.0000
H -4.191 -3.326 0.182  -0.0001
H -2.525 -2.941 0.014  0.0013
Se 1.996 -2.811 -0.700  0.6525
C 0.295 -3.432 -0.439  -0.0661
N -0.778 -3.813 -0.273  0.1140

The largest force on an atom comes out at 0.22 eV/Å. Its multiplicity is 3. The HOMO energy (spin up / spin down) is -11.712 / -12.105 eV. The frontier orbital gap (spin up / spin down) is 0.330 / 0.220 hartree. Its total charge is +1. As for the calculated total energy: -86835.0235 eV. The relative energy (zero: lowest compared OMol25 entry of this formula, charge and spin) comes out at 0.0 kJ/mol.

***

A structure of composition C5H9NO. Source: OMol25; level of theory: ωB97M-V/def2-TZVPD.

Last column: Mulliken charge in e.
Positions of all 16 atoms, in Å:
N -1.221 -1.497 0.171  -0.7688
C -0.039 -1.360 -0.397  0.6666
C -0.054 -0.284 -1.489  -0.7393
C -0.501 0.988 -0.712  -0.3917
C -0.309 0.646 0.751  -0.2942
C 1.000 0.340 1.190  -0.5314
O 1.074 -1.719 0.066  -0.6962
H -1.080 -2.075 1.006  0.2692
H 0.943 -0.171 -1.920  0.3143
H -0.766 -0.512 -2.283  0.3225
H -1.558 1.188 -0.877  0.3168
H 0.068 1.879 -1.008  0.3479
H 0.533 1.536 1.333  0.2122
H -1.116 0.657 1.471  0.3518
H 1.184 -0.051 2.188  0.3502
H 1.841 0.437 0.511  0.2701

The largest force on an atom comes out at 0.76 eV/Å. The HOMO energy is -8.608 eV. The frontier orbital gap is 0.328 hartree. As for the calculated total energy: -8864.8422 eV. The relative energy (zero: lowest compared OMol25 entry of this formula, charge and spin) comes out at 421.7 kJ/mol.

***

The molecule C4H7NO. Source: OMol25; level of theory: ωB97M-V/def2-TZVPD.

Last column: Mulliken charge in e.
Positions of all 13 atoms, in Å:
O -0.518 -0.484 1.955  -0.5700
C -0.032 -0.932 0.724  -0.2856
C -0.896 -0.645 -0.503  -0.4320
C -0.296 0.985 -0.948  -0.5618
N 0.461 1.396 0.250  -0.6328
C 0.768 0.064 -0.073  0.2387
H -0.415 0.485 1.929  0.3846
H 0.463 -1.904 0.864  0.3586
H -1.917 -0.400 -0.320  0.2650
H -0.719 -1.395 -1.288  0.2937
H 0.252 1.185 -1.884  0.2223
H 1.299 1.918 0.019  0.2550
H 1.550 -0.274 -0.725  0.4643

The largest force on an atom comes out at 2.42 eV/Å. The HOMO energy is -7.825 eV. The frontier orbital gap is 0.319 hartree. As for the calculated total energy: -7794.1324 eV. The relative energy (zero: lowest compared OMol25 entry of this formula, charge and spin) comes out at 531.8 kJ/mol.

***

A structure of composition C23H50F9Na3O19S3. Source: OMol25; level of theory: ωB97M-V/def2-TZVPD.

Last column: Mulliken charge in e.
Positions of all 107 atoms, in Å:
Na 0.010 3.269 -1.089  0.5651
Na 4.354 1.143 -3.542  0.9769
Na 0.193 -0.969 -5.110  1.0327
C 0.570 -6.325 -1.375  0.5604
F -0.145 -7.361 -0.927  -0.2672
F -0.021 -5.961 -2.511  -0.2433
F 0.382 -5.333 -0.443  -0.1217
S 2.436 -6.581 -1.603  1.0214
O 2.491 -7.408 -2.808  -0.6933
O 2.991 -5.256 -1.870  -0.6304
O 2.895 -7.216 -0.352  -0.5888
C 1.173 -1.745 -0.772  0.2969
F -0.143 -1.909 -0.473  -0.2113
F 1.846 -1.738 0.382  -0.1861
F 1.629 -2.817 -1.445  -0.1578
S 1.514 -0.094 -1.741  0.9215
O 0.992 1.033 -0.897  -0.3974
O 3.002 -0.010 -1.935  -0.8548
O 0.767 -0.293 -2.980  -0.4547
C 0.807 3.931 -6.025  0.4185
F 0.871 5.067 -5.363  -0.1720
F -0.448 3.941 -6.525  -0.2065
F 1.784 3.835 -6.959  -0.1820
S 1.101 2.497 -4.778  1.3213
O 2.517 2.529 -4.418  -0.7382
O 0.318 2.741 -3.637  -0.5390
O 0.655 1.290 -5.453  -0.8115
C -2.377 1.748 -2.827  -0.7631
O -2.065 2.270 -1.522  0.2808
C -2.435 1.446 -0.433  -0.2960
C -3.965 1.185 -0.199  -0.5330
O -4.644 2.358 0.208  -0.4567
C -4.803 3.391 -0.749  -0.4684
H -1.580 1.102 -3.195  -0.0155
H -2.518 2.439 -3.658  0.2566
H -3.330 1.220 -2.792  0.3716
H -1.899 1.841 0.430  0.2109
H -2.036 0.455 -0.646  0.3050
H -4.000 0.531 0.673  0.2582
H -4.484 0.642 -0.988  0.2810
H -5.428 4.205 -0.382  0.3127
H -5.413 3.050 -1.585  0.2626
H -3.804 3.722 -1.036  0.0464
C -0.829 6.225 -2.295  -0.8682
O 0.396 5.570 -2.045  -0.0100
C 1.270 6.242 -1.187  -0.7551
C 2.537 5.317 -1.034  -0.6954
O 2.217 4.148 -0.195  -0.0234
C 3.216 3.192 -0.157  -0.2635
H -1.376 5.609 -3.008  0.2068
H -0.653 7.257 -2.598  0.3412
H -1.444 6.337 -1.402  0.3271
H 0.732 6.323 -0.242  0.3563
H 1.501 7.294 -1.353  0.5340
H 3.350 5.885 -0.583  0.4638
H 2.908 4.998 -2.008  0.3152
H 3.213 2.615 -1.082  -0.1757
H 3.021 2.399 0.564  0.0109
H 4.200 3.651 -0.056  0.4698
C 0.986 1.521 2.485  -0.4346
O 1.235 2.313 3.729  -0.4671
C 2.164 3.357 3.439  0.0344
C 2.690 3.811 4.817  -0.7553
O 1.623 4.214 5.799  -0.3314
C 2.329 4.515 6.994  -0.9187
H 0.712 2.234 1.707  0.0684
H 0.254 0.731 2.650  0.3482
H 1.904 0.983 2.250  0.3228
H 1.536 4.125 2.987  0.2199
H 2.978 3.066 2.774  0.1565
H 3.384 4.650 4.771  0.4483
H 3.238 2.937 5.171  0.3304
H 3.409 4.525 7.140  0.3817
H 2.113 3.776 7.766  0.3283
H 2.172 5.570 7.221  0.3254
C 2.945 -8.225 4.322  -0.8344
O 3.095 -7.238 3.290  -0.2940
C 2.309 -6.068 3.570  -0.7587
C 2.574 -5.114 2.396  0.2480
O 3.914 -5.001 2.026  -0.3875
C 4.323 -3.943 1.150  -0.2398
H 3.130 -9.232 3.950  0.2678
H 1.984 -8.336 4.823  0.3187
H 3.814 -8.134 4.973  0.2945
H 2.417 -5.651 4.571  0.4332
H 1.249 -6.318 3.601  0.3369
H 2.057 -4.179 2.612  0.2843
H 2.113 -5.646 1.564  -0.1374
H 3.966 -4.332 0.196  0.0608
H 5.394 -3.823 0.988  0.2769
H 3.984 -2.945 1.430  0.1365
C -2.752 -4.068 -0.064  -0.6740
O -4.131 -4.064 -0.107  -0.4238
C -4.881 -2.975 0.396  -0.1280
C -6.040 -2.575 -0.574  -0.4259
O -7.022 -1.700 0.089  -0.3533
C -7.948 -1.223 -0.888  -0.7249
H -2.419 -3.794 0.937  0.3864
H -2.318 -3.452 -0.852  0.2741
H -2.344 -5.075 -0.148  0.2601
H -4.221 -2.122 0.556  0.0701
H -5.323 -3.306 1.336  0.2342
H -6.375 -3.498 -1.047  0.4078
H -5.587 -2.048 -1.414  0.2059
H -8.463 -0.360 -0.465  0.2627
H -8.727 -1.956 -1.098  0.3144
H -7.460 -0.856 -1.790  0.3056

The largest force on an atom comes out at 3.59 eV/Å. The HOMO energy is -7.431 eV. The frontier orbital gap is 0.213 hartree. As for the calculated total energy: -133771.8735 eV. The relative energy (zero: lowest compared OMol25 entry of this formula, charge and spin) comes out at 391.3 kJ/mol.